# 1
16
Properties=species:S:1:pos:R:3 method="wB97M-V/def2-TZVPD" smiles="C=CCO.O.O" e_above_lowest_kj_mol=171.4 homo_lumo_gap_ev=10.26 molar_mass_g_mol=94.110 total_energy_ev=-9413.756 lumo_energy_ev=0.65
C -0.15 -0.73 1.07
O -0.42 0.59 1.37
C -0.83 -1.20 -0.21
C -0.71 -2.46 -0.64
H 0.94 -0.88 0.95
H -0.42 -1.39 1.87
H 0.00 1.40 1.04
H -1.76 -0.69 -0.43
H -1.48 -3.04 -1.09
H 0.30 -2.85 -0.49
H 0.63 0.92 -2.18
H -0.53 0.87 -1.16
O 0.18 1.44 -1.50
H 1.33 3.45 0.25
H 1.53 1.88 0.32
O 1.39 2.68 0.82

# 2
16
Properties=species:S:1:pos:R:3 method="wB97M-V/def2-TZVPD" smiles=OCCCO.O e_above_lowest_kj_mol=102.8 homo_lumo_gap_ev=11.10 molar_mass_g_mol=94.110 total_energy_ev=-9414.468 lumo_energy_ev=0.64
C -1.43 -0.22 -0.61
O -1.93 1.11 -0.33
C -0.03 -0.45 -0.06
C 0.98 -1.12 -0.97
O 1.77 -2.11 -0.26
H -2.18 -0.87 -0.15
H -1.52 -0.41 -1.67
H -1.53 1.68 -1.00
H 0.27 0.51 0.41
H 0.01 -0.93 0.93
H 0.56 -1.62 -1.85
H 1.76 -0.43 -1.30
H 1.16 -2.68 0.22
H 0.45 2.96 1.58
H 0.70 1.86 2.70
O 0.94 2.73 2.37

# 3
16
Properties=species:S:1:pos:R:3 method="wB97M-V/def2-TZVPD" smiles="C/C=C/O.O.O" e_above_lowest_kj_mol=140.0 homo_lumo_gap_ev=9.43 molar_mass_g_mol=94.110 total_energy_ev=-9414.081 lumo_energy_ev=0.79
C -0.50 -0.66 -0.58
C -1.24 -0.88 0.72
C -1.17 -0.11 1.79
O -1.80 -0.47 2.94
H 0.37 -1.33 -0.52
H -0.30 0.38 -0.79
H -1.00 -1.16 -1.40
H -1.36 -1.96 0.89
H -0.64 0.77 2.09
H -2.36 -1.23 2.75
H 5.82 2.28 -0.05
H 6.80 2.60 -1.18
O 6.57 1.92 -0.54
H -3.25 0.01 -1.29
H -3.04 -0.44 -2.73
O -2.88 0.29 -2.13

# 4
16
Properties=species:S:1:pos:R:3 method="wB97M-V/def2-TZVPD" smiles="C/C=C/O.O.O" e_above_lowest_kj_mol=111.9 homo_lumo_gap_ev=9.51 molar_mass_g_mol=94.110 total_energy_ev=-9414.373 lumo_energy_ev=0.56
C 0.66 0.86 1.22
C 0.31 -0.17 0.16
C -0.18 0.13 -1.04
O -0.88 -0.80 -1.80
H 1.74 1.04 1.21
H 0.16 1.79 0.99
H 0.43 0.44 2.20
H 0.43 -1.22 0.38
H -0.07 1.11 -1.49
H -1.77 -0.79 -1.46
H 3.01 0.39 -0.15
H 4.10 -0.07 -1.18
O 3.74 -0.22 -0.29
H -4.27 -0.23 0.67
H -3.75 -1.58 0.46
O -3.66 -0.70 0.11

# 5
16
Properties=species:S:1:pos:R:3 method="wB97M-V/def2-TZVPD" multiplicity=2 e_above_lowest_kj_mol=278.4 homo_lumo_gap_ev="11.78 / 3.49" molar_mass_g_mol=94.110 total_energy_ev=-9403.796 lumo_energy_ev="-3.34 / -10.61" s2=0.755 charge=+1
C 0.96 -0.03 1.22
C 0.27 -1.22 0.56
O 0.80 -1.51 -0.75
O 2.29 -0.37 1.42
H 0.55 0.30 2.17
H 0.86 0.83 0.55
H -0.81 -1.07 0.49
H 0.31 -2.11 1.18
H 1.58 -2.06 -0.63
H 2.82 -0.26 0.62
C -1.88 1.46 -1.02
O -1.26 0.86 -2.10
H -2.96 1.56 -1.10
H -1.59 0.89 -0.13
H -1.33 2.39 -0.85
H -0.60 0.33 -1.64

# 6
16
Properties=species:S:1:pos:R:3 method="wB97M-V/def2-TZVPD" multiplicity=2 e_above_lowest_kj_mol=215.4 homo_lumo_gap_ev="10.50 / 4.09" molar_mass_g_mol=94.110 total_energy_ev=-9404.449 lumo_energy_ev="-3.32 / -9.73" s2=0.759 charge=+1
C -1.03 -0.69 0.71
O -2.19 -1.39 1.09
C -1.26 -0.14 -0.73
C 0.07 0.22 -1.57
O -0.44 0.84 -2.71
H -1.07 0.10 1.43
H -0.20 -1.39 0.63
H -2.19 -2.33 0.86
H -1.63 -0.85 -1.46
H -1.93 0.71 -0.87
H 0.71 1.00 -1.11
H 0.63 -0.70 -1.59
H -0.50 0.16 -3.42
H 3.86 1.95 2.47
H 3.77 0.78 3.61
O 4.14 1.07 2.76